# C3H6O

A gas-phase ion, C3H6O (charge -1) in a non-equilibrium geometry (ωB97M-V with the def2-TZVPD basis set, OMol25).

```
! wB97M-V def2-TZVPD RIJCOSX def2/J DEFGRID3
* xyz -1 2
O -2.47 -0.23 0.52
C 1.18 -0.02 -0.30
C -0.17 0.52 0.17
C -1.25 -0.54 0.33
H -0.63 1.23 -0.54
H -0.09 1.07 1.12
H 1.96 0.70 -0.09
H -1.00 -1.55 -0.06
H 1.07 -0.24 -1.37
H 1.39 -0.95 0.23
*
```

Energy relative to the best compared isomer or geometry (same formula, charge and spin)   0.2 kJ/mol
Maximum force   1.22 eV/A
⟨S²⟩   0.75
Frontier orbital gap (spin up / spin down)   0.144 / 0.269 Ha
HOMO energy (spin up / spin down)   0.72 / -2.75 eV

natural (NBO) population analysis, charges in e, atoms 1 to 2:
1 O -0.80
2 C -0.62